C54H36AsN4ORuS6 | the ωB97M-V functional and the def2-TZVPD basis

XYZ file:
```
103
C54H36AsN4ORuS6 (the ωB97M-V functional and the def2-TZVPD basis)
Ru -0.49009 0.20126 0.94093
As 1.15543 -1.31274 -0.69112
S -0.75434 2.13613 -2.83797
S -2.42707 0.98246 -0.26005
S -2.39078 -0.33997 2.19207
S -0.66325 7.23386 1.19171
S 1.48125 -4.03804 4.64045
S 2.28594 0.84495 1.14782
O 0.02342 1.36530 -1.81177
N -0.28849 2.10693 1.64637
N -5.95559 -1.49192 2.56817
N 0.37663 -0.12827 2.94160
N -5.94744 0.63265 -1.40909
C 1.45037 -2.35216 -2.32826
C 1.11837 -0.12470 5.62165
C 2.97939 -0.76021 1.32349
C 2.57344 -1.83518 0.49779
C -4.18677 0.29985 -3.84937
C -2.38032 -1.10111 -4.62482
C 3.13725 -3.09710 0.62233
C 0.82715 3.08693 -6.44383
C -0.66669 4.47121 1.56746
C -5.44608 -0.86943 1.74342
C 2.36712 -4.88581 5.82782
C 1.96797 -3.60901 -4.76578
C -1.91344 0.99726 -3.58517
C -0.07504 2.90563 -5.40891
C 0.16277 3.43364 5.07032
C -3.74203 -0.86374 -4.45728
C -1.85883 6.88035 -1.02986
C 2.59141 2.18355 -5.07616
C 0.31253 1.01114 3.67363
C 4.50480 -2.28694 2.41685
C -1.65734 5.58700 -0.48500
C 2.15925 2.72300 -6.27782
C -0.35754 -3.27908 0.98905
C -2.71180 -3.66387 0.68346
C 1.23677 -1.27153 4.86604
C 2.51393 -2.69554 6.54495
C -0.12949 3.42346 3.66539
C -0.06909 2.20447 2.98665
C 1.69449 1.99510 -4.03120
C -0.38477 -2.28865 -0.00154
C -3.43336 0.18189 0.89997
C -5.43662 0.28990 -0.43441
C -2.73844 -2.74684 -0.35173
C 2.85789 -4.04978 6.78269
C 3.94911 -1.02566 2.29930
C 1.75851 -2.52422 5.41733
C -4.76841 -0.09881 0.75985
C -1.57933 -2.05605 -0.68863
C 1.02804 -4.13628 -3.89184
C 0.37144 2.35394 -4.21618
C 0.83713 -1.21595 3.51786
C -3.26559 1.24114 -3.40796
C -1.51529 -3.94560 1.34137
C -1.37401 7.86614 -0.22708
C 0.76925 -3.51067 -2.67824
C -0.46520 4.56485 2.92729
C 4.11116 -3.32774 1.58215
C -1.01750 5.61428 0.72416
C -0.55351 3.20601 0.96632
C 0.54067 2.31131 5.71653
C 0.66129 1.05855 5.02604
C 2.39788 -1.83035 -3.20896
C -1.45569 -0.16951 -4.18440
C 2.65631 -2.45230 -4.42079
H -3.65793 -2.54620 -0.88641
H 0.91661 -2.08992 2.88752
H -0.63000 3.08637 -0.10419
H -0.39330 -0.35047 -4.28839
H 4.25963 -0.22617 2.96032
H 1.99994 1.57512 -3.08021
H 3.39053 -2.03302 -5.09704
H 0.09943 4.37652 5.59880
H 2.16487 -4.09661 -5.71183
H -1.11761 3.17437 -5.53290
H 5.25527 -2.46457 3.17709
H 2.83196 -1.87849 7.17644
H 4.55483 -4.30893 1.68611
H -4.45961 -1.60032 -4.79596
H 2.93216 -0.92063 -2.95263
H -2.34994 7.06839 -1.97295
H -2.00259 4.67701 -0.95669
H 0.02893 -3.93433 -2.00833
H 0.49164 -5.04031 -4.15229
H 1.37682 -0.12711 6.67316
H -3.59938 2.12771 -2.88387
H -2.03677 -2.01623 -5.08771
H 2.47869 -5.95546 5.76107
H -1.49373 -4.69375 2.12399
H 0.78586 2.34226 6.77077
H 0.49216 3.50817 -7.38246
H -1.38978 8.92999 -0.39698
H -1.60354 -1.33996 -1.50212
H 3.45188 -4.38527 7.61964
H -0.55875 5.51768 3.43559
H 2.80813 -3.89953 -0.02821
H 3.62984 1.90702 -4.94609
H -5.24228 0.46985 -3.68628
H -3.61843 -4.17948 0.97264
H 2.86008 2.86399 -7.09019
H 0.58524 -3.54700 1.45549
```

HOMO (spin up / spin down), eV: -7.04 / -7.28
Total energy, eV: -193021.8517
LUMO level (spin up / spin down), eV: -0.9 / -1.2
Multiplicity: 2
Charge: 0
Orbital gap (spin up / spin down), eV: 6.0946 / 6.0764
ΔE to the lowest compared entry with this formula, charge and spin, eV: 3.187

---

C54H37Br2F3N2O28 | the ωB97M-V functional and the def2-TZVPD basis

XYZ file:
```
126
C54H37Br2F3N2O28 (the ωB97M-V functional and the def2-TZVPD basis)
Br 3.03017 2.36320 2.36250
Br 3.44271 -0.17074 3.66849
F 0.54745 2.20013 3.53838
F 1.46297 -0.84555 1.91984
F 0.68080 1.48636 1.35662
O 2.31100 -2.79273 -11.80614
O 2.81707 -1.77091 -5.95980
O -8.77345 6.37174 2.26465
O 9.17044 5.51943 6.57083
O 3.70019 -1.70183 -0.74519
O -12.98922 9.60697 0.69417
O 9.03042 4.18005 4.22281
O -9.13106 4.14954 3.51207
O -3.38626 1.16862 -4.39402
O 0.80435 -3.78198 -13.82652
O 0.08161 -5.81653 -8.99376
O -2.46254 1.22641 0.82055
O 0.79568 -0.95861 -4.33613
O 5.49595 -7.94587 -8.65053
O 5.76007 -2.43176 -2.36197
O -5.39605 1.97668 -2.76821
O 3.77060 -3.63611 -7.96346
O -10.42046 10.17350 0.06198
O -5.14869 2.12824 2.05544
O -11.36405 5.75711 2.82578
O 4.66612 -8.82907 -6.23172
O -1.36263 -6.86592 -11.02959
O 6.92805 2.13171 8.91954
O 6.87152 0.75184 6.59375
O -9.28858 2.16827 5.34755
O -0.42330 0.50288 -0.81721
O 3.01176 -4.50363 -5.48972
O -5.35478 0.10333 3.83179
N 4.65503 -3.32351 8.81707
N 4.99751 -0.34049 8.29434
C -3.99256 1.63281 -0.92324
C 0.27841 -5.34257 -10.09867
C -11.16858 6.78506 2.20386
C -12.25756 7.66740 1.78407
C 7.38909 1.85271 6.55778
C 4.01998 -4.90619 -7.57367
C 3.80798 -6.69592 -5.78627
C 0.63137 -4.27817 -12.72855
C -6.11856 2.15233 2.78891
C 0.72188 -0.16838 5.62045
C -3.14284 1.18922 -3.20068
C 2.55592 -3.20645 7.51258
C -9.51527 8.29355 1.15098
C -2.69421 1.23743 -0.37556
C 1.98636 -1.32202 -3.81150
C 0.52909 -0.63778 4.12096
C -7.13741 3.20160 2.71948
C -12.00118 8.77901 1.08857
C 8.62133 4.43298 6.59949
C -10.60674 9.16054 0.71245
C 1.69354 -1.04650 6.46721
C -1.83829 0.81690 -2.65537
C -1.62122 0.83932 -1.33650
C 7.46807 2.66637 7.80802
C 4.91242 -7.13796 -7.95055
C 8.04749 3.87132 7.82161
C 3.48827 -1.69549 -1.94183
C 4.65069 -5.76579 -8.38172
C 2.19756 -1.30182 -2.49448
C -8.17532 3.19230 3.55844
C -8.33603 2.12670 4.59139
C 5.89622 -1.10468 8.97252
C 3.56570 -5.31539 -6.20569
C 3.05378 -1.74745 -4.76408
C 1.42034 -3.77471 -11.56342
C 1.54374 -2.51420 6.73512
C 1.56628 -0.05287 3.09448
C 3.77515 -2.53012 8.08946
C 5.70890 -2.56459 9.22016
C 3.92114 -1.08570 7.82810
C -9.76807 7.18085 1.85064
C 7.94119 2.42561 5.32944
C 4.43512 -7.55216 -6.59753
C -4.20777 1.61388 -2.24222
C 8.51661 3.63157 5.34248
C 1.24885 -4.27570 -10.33625
C -6.29283 1.07121 3.80358
C -7.33096 1.06522 4.64526
C 4.35731 -2.11903 -4.21349
C 4.56791 -2.09538 -2.89323
C -0.49101 -5.86512 -11.26795
C 1.26616 1.46281 2.62855
C -0.32282 -5.36249 -12.49466
C 2.87420 -0.37837 7.03049
H -9.76872 3.92122 4.21797
H 5.12810 -2.40845 -4.91474
H 2.24201 -2.60867 -12.76284
H 3.00669 0.71530 6.84877
H -5.29524 1.87456 -3.73430
H -1.29797 -7.04533 -10.07168
H 6.51901 -3.09257 9.79603
H 2.41946 -4.30523 7.67578
H 9.38682 5.04711 4.49712
H 0.89154 -1.05976 -5.30246
H -0.49653 -0.28656 3.79013
H 1.43279 -0.99736 -1.79186
H -8.50971 8.59093 0.88693
H -9.20582 5.62581 2.75037
H 5.13145 -9.23663 -6.98770
H -4.71592 0.33769 3.12955
H 4.98631 -5.48477 -9.37077
H -0.87490 -5.73023 -13.34863
H -4.75466 1.93562 -0.21924
H -7.00937 3.96995 1.96848
H -1.06909 0.52829 -3.35940
H 6.57115 1.26282 8.64458
H 7.86195 1.83477 4.42703
H -12.54532 10.33060 0.21083
H -13.26281 7.38006 2.06026
H 5.65178 -2.33443 -1.39604
H 0.67420 -3.05929 6.29957
H 0.98659 0.92419 5.67110
H -0.52035 0.59728 0.14944
H 3.45977 -6.98367 -4.80378
H -0.29712 -0.25917 6.11151
H 6.82392 -0.61045 9.36792
H 0.51668 -1.76021 4.00323
H -7.46783 0.28952 5.38614
H 3.30731 -3.20945 -7.20934
H 8.11293 4.46894 8.72040
H 1.81170 -3.91893 -9.48395
```

HOMO, eV: -8.88
Total energy, eV: -265139.5371
LUMO level, eV: -1.9
Multiplicity: 1
Charge: 0
Orbital gap, eV: 7.0215
ΔE to the lowest compared entry with this formula, charge and spin, eV: 0.000

---

C54H38I4N4Sr | the ωB97M-V functional and the def2-TZVPD basis

XYZ file:
```
101
C54H38I4N4Sr (the ωB97M-V functional and the def2-TZVPD basis)
I 3.90763 4.92854 -6.33115
I -6.49157 -1.76806 -2.95665
I 0.96563 4.03424 8.35615
I 7.50793 -6.80596 0.87415
Sr -0.62777 -1.09946 -0.10875
N 1.56553 -1.17366 -1.05535
N 0.49913 0.95944 0.45105
N -1.48997 -0.68046 1.94115
N -0.10127 -3.32546 0.03505
C -1.44457 0.39574 -4.65605
C 1.09083 -4.75006 1.35725
C -3.07837 0.67854 -2.76545
C -4.01357 -1.70266 0.61615
C -3.51037 1.29834 -1.60315
C 1.30293 3.06754 0.11175
C 4.63943 -3.59546 0.23625
C -1.12297 2.03724 -2.76665
C 0.26793 1.70434 1.56815
C -2.92237 -2.54516 0.32675
C -0.95137 0.02744 2.96375
C 1.19123 1.73734 -0.42975
C 1.85833 1.22604 -1.56465
C -2.75617 2.29874 -1.00185
C 1.25853 1.73974 4.67395
C -4.95687 -2.11936 -1.54005
C -1.54867 2.64794 -1.60245
C 4.65613 -6.34766 -0.09865
C -0.83537 -3.65436 1.11015
C -1.99257 -2.86676 1.35675
C -5.02277 -1.50346 -0.29745
C 2.14183 -0.14646 -1.73545
C 3.21213 3.23024 -2.37595
C 0.58093 3.16334 6.46565
C 5.77773 -4.31626 0.54165
C -3.22017 3.08634 0.20395
C -3.52557 4.52644 -0.22585
C 0.04933 1.97194 4.02555
C -1.43527 -2.01246 3.78275
C 5.77703 -5.69016 0.37655
C 3.49673 -1.91436 -2.02065
C 2.26453 -3.47126 -0.47555
C -1.00757 -0.76846 4.15885
C 3.52123 -5.62026 -0.40145
C -2.91957 -3.20366 -0.91705
C 3.33063 -0.61846 -2.39785
C -1.88077 1.03894 -3.37065
C 2.12943 1.77424 -3.93475
C 1.52463 2.32694 5.89735
C 3.30213 3.69604 -4.72085
C -0.11027 -4.53436 1.96545
C -0.26727 1.23194 2.77995
C 0.78743 3.02834 1.37005
C 2.55783 2.55964 -4.98455
C 1.11653 -3.89976 0.19575
C -0.87787 2.82944 4.60545
C 2.38283 -2.25366 -1.18065
C 2.42263 2.10594 -2.60635
C -4.43717 2.49304 0.90735
C -1.75127 -1.91606 2.39755
C 3.63953 4.02944 -3.42275
C -3.91047 -2.97696 -1.84705
C -0.61257 3.43414 5.82195
C 3.49573 -4.23726 -0.23885
H -1.81547 3.02144 4.10515
H -0.48207 -4.97116 2.87275
H -5.86937 -0.88296 -0.04105
H -1.57507 -2.87536 4.41005
H -4.30957 4.54314 -0.97955
H 4.65783 -7.41856 -0.22855
H -5.28987 2.42854 0.23465
H 2.64013 -6.12686 -0.76685
H -4.08097 -1.24666 1.59365
H -0.70907 -0.45206 5.14085
H 4.24763 4.89814 -3.22445
H -2.30717 0.06414 -5.23155
H 1.98563 1.07594 4.22835
H 4.27983 -2.58886 -2.31085
H -3.85877 5.11324 0.62695
H -4.72377 3.12804 1.74355
H 2.30803 2.29434 -5.99965
H 4.62103 -2.52826 0.40015
H 0.74283 3.83294 2.08095
H -0.94197 3.42784 -1.16285
H -0.21927 2.38414 -3.24595
H 6.65243 -3.81096 0.92095
H 1.90673 -5.35336 1.70865
H 1.54263 0.88854 -4.13065
H -1.33827 4.09594 6.27025
H 2.45263 2.12324 6.41025
H -2.15327 -3.93646 -1.12395
H -4.47547 1.02284 -1.20715
H 3.52023 3.47184 -1.37235
H -0.81997 -0.47706 -4.44835
H -3.71717 -0.04976 -3.24845
H -4.21177 1.50034 1.28845
H -2.38747 3.11694 0.91855
H -0.86537 1.08834 -5.26435
H 3.99503 -0.02076 -2.99555
H -2.63997 4.99694 -0.64285
H 1.72643 3.92574 -0.37245
H -3.88727 -3.49276 -2.79645
```

HOMO (spin up / spin down), eV: -7.13 / -6.55
Total energy, eV: -95814.0181
LUMO level (spin up / spin down), eV: -1.7 / -1.6
Multiplicity: 1
Charge: 0
Orbital gap (spin up / spin down), eV: 5.3969 / 4.9486
ΔE to the lowest compared entry with this formula, charge and spin, eV: 2.738

---

C54H39BrF4N5O5P2Pb | the ωB97M-V functional and the def2-TZVPD basis

XYZ file:
```
111
C54H39BrF4N5O5P2Pb (the ωB97M-V functional and the def2-TZVPD basis)
Pb 0.89484 -0.52111 -0.17208
Br -3.11780 2.15783 -2.10885
P -2.52778 -1.29792 -2.54334
P 0.96803 1.17660 2.47958
F -5.03610 -2.39281 -3.84620
F -6.06146 2.48982 -1.91401
F -8.07949 0.94282 -2.82704
F -7.44032 -1.25327 -4.22920
O 1.67316 -4.14016 -2.27292
O 3.20422 0.48544 -0.44606
O 1.70223 -2.86507 -0.56654
O 2.53851 -1.36312 1.59294
O 0.65404 -2.17745 -2.32747
N 1.32842 -3.08569 -1.74128
N 0.68988 4.65722 -2.18666
N 1.57260 2.62339 -2.24429
N 3.34101 3.33201 0.04904
N 2.84997 5.47251 -0.20270
C -5.23428 -1.17813 -3.37855
C 3.23359 1.90408 3.79006
C 0.47238 2.63331 -3.06233
C -2.01448 -0.28948 -5.07939
C -0.55809 2.15280 2.26214
C 3.34454 3.40261 5.61191
C 5.25891 0.07580 -1.60382
C -1.85533 -3.29517 1.84306
C -0.45165 -1.15338 2.97929
C -2.16244 -2.61195 -6.55117
C -4.46885 0.83118 -2.50049
C 5.85370 -1.89592 0.15640
C -6.84498 0.56664 -2.91378
C 6.44412 -0.65006 -1.70592
C 4.00216 2.54451 4.74765
C -0.12477 3.87255 -2.91092
C 3.78611 5.31148 0.75790
C -1.48727 4.09038 1.10434
C 1.61825 3.86297 -1.62505
C -4.14900 -3.24710 -1.13946
C -5.80366 1.37901 -2.53598
C -1.76711 -0.24940 -6.40790
C 4.37052 -2.19140 2.70428
C -2.72475 3.03157 2.82468
C 3.78175 -1.60683 1.44754
C 0.28351 -0.14276 3.59386
C -2.16694 -4.00686 -2.22319
C -1.78960 -3.18780 3.20371
C -2.37487 -1.44047 -4.43466
C -2.40287 -5.29823 -1.75052
C 4.62379 -1.23574 0.32356
C 4.28160 -0.19747 -0.57669
C -2.49460 -2.60781 -5.19693
C -1.16727 -2.09368 3.78526
C -4.33357 -4.52853 -0.61334
C -4.18180 -0.48711 -2.76204
C 2.60936 4.21839 -0.62161
C 1.26660 3.11908 4.55215
C 6.70145 -1.70772 -0.87136
C 4.13308 4.05337 0.93334
C 1.98619 3.82109 5.50476
C 0.38279 -0.10503 4.98995
C -6.47871 -0.60177 -3.53457
C -0.93875 -2.07385 5.17270
C -1.73920 2.09322 3.02201
C -3.54212 -5.55357 -1.01247
C -0.53829 -1.25171 1.53181
C -3.07225 -2.98507 -1.99921
C -2.60731 4.00971 1.87976
C -1.29428 -2.23414 1.01686
C 1.90837 2.19787 3.70494
C -1.76815 -1.43606 -7.09784
C -0.12247 -1.16235 5.76062
C -0.44253 3.15205 1.30409
H 0.20535 3.28321 4.42382
H 5.43884 -1.88901 2.86280
H -4.89199 -2.44786 -0.91935
H 3.27193 2.25378 -0.08188
H 1.55829 4.50360 6.17237
H -1.47817 -1.51478 -8.10103
H -3.80021 -6.56698 -0.68402
H -2.30399 -3.94527 3.87774
H -2.84907 -3.52817 -4.76796
H 0.12927 1.76696 -3.55230
H -3.39166 4.76380 1.74159
H 3.68014 1.14987 3.08165
H -3.64276 2.99539 3.33706
H -1.70225 -6.09564 -1.92563
H -0.08203 -1.16556 6.86497
H -2.19843 -4.20778 1.36587
H 4.59869 3.58494 1.69410
H 6.03966 -2.67120 0.84553
H -1.32169 -2.92960 5.74262
H 4.14218 6.08534 1.41181
H 7.63463 -2.27824 -0.94030
H -2.09982 0.66827 -4.51028
H -1.60156 0.91490 -6.79290
H -1.35985 4.82223 0.32214
H -1.02846 4.19192 -3.38488
H 0.82374 0.73325 5.53335
H -1.77992 1.31454 3.81702
H 3.94426 3.84396 6.43332
H -5.21146 -4.62543 0.11711
H 3.77143 -1.99290 3.57297
H 7.05475 -0.41169 -2.59529
H 4.42068 -3.25700 2.51096
H -2.10173 -3.55680 -6.97321
H 5.05664 2.44042 4.85422
H 4.99503 0.76832 -2.34173
H 2.01255 1.83992 -1.83555
H -1.57566 -2.23932 -0.08207
H 0.46766 3.27983 0.79807
H -1.21946 -3.73939 -2.78507
```

HOMO, eV: -5.12
Total energy, eV: -179053.0159
LUMO level, eV: 1.9
Multiplicity: 1
Charge: -1
Orbital gap, eV: 7.0327
ΔE to the lowest compared entry with this formula, charge and spin, eV: 1.143

---

Question: Which of these has the highest total energy?
Answer: C54H38I4N4Sr